# 1
Here is 6 unconnected molecules or ions with the total composition C18H42N6O6 at a distorted geometry from OMol25. Energies are from ωB97M-V/def2-TZVPD.

Geometry as XYZ:
```
72
Properties=species:S:1:pos:R:3:lowdin_charge:R:1
C 4.146 0.189 -1.904 -0.0362
N 5.149 -0.104 -0.874 -0.1940
C 4.761 -0.041 0.521 -0.0457
C 6.409 -0.442 -1.219 -0.3561
O 7.201 -1.004 -0.486 0.0061
H 4.284 -0.493 -2.738 0.0877
H 4.276 1.227 -2.224 0.0816
H 3.145 0.138 -1.482 0.0619
H 5.622 -0.317 1.125 0.0841
H 4.595 0.990 0.861 0.0829
H 3.818 -0.552 0.712 0.0826
H 6.591 -0.170 -2.274 0.1343
C -0.166 -0.500 1.737 -0.0470
N 0.146 -0.047 0.391 -0.1713
C 0.764 1.283 0.321 -0.0519
C 0.172 -0.858 -0.652 -0.3683
O 0.558 -0.536 -1.773 -0.0199
H -1.053 -0.020 2.149 0.0777
H 0.661 -0.328 2.429 0.0980
H -0.330 -1.575 1.690 0.0585
H 0.364 1.992 1.042 0.0933
H 1.813 1.084 0.561 0.0776
H 0.847 1.811 -0.624 0.0577
H -0.240 -1.860 -0.444 0.1312
C 3.027 6.520 -0.803 -0.0389
N 2.669 5.190 -0.259 -0.2035
C 1.917 4.240 -1.098 -0.0265
C 3.079 4.745 0.932 -0.3480
O 2.914 3.574 1.260 -0.0082
H 3.638 6.120 -1.624 0.0903
H 3.804 7.061 -0.268 0.0840
H 2.218 7.130 -1.188 0.0842
H 1.816 4.778 -2.041 0.0866
H 2.594 3.409 -1.286 0.0889
H 0.983 4.042 -0.586 0.0845
H 3.670 5.525 1.435 0.1344
C 0.985 -6.420 0.600 -0.0822
N 0.195 -5.523 1.367 -0.2027
C -1.261 -5.745 1.413 -0.0361
C 0.700 -4.604 2.242 -0.3320
O 0.063 -3.741 2.803 0.0127
H 2.032 -6.116 0.700 0.0876
H 0.837 -6.286 -0.475 0.0928
H 0.890 -7.459 0.924 0.0921
H -1.804 -4.989 1.967 0.0720
H -1.550 -5.757 0.360 0.0871
H -1.477 -6.711 1.875 0.0893
H 1.791 -4.683 2.373 0.1347
C -3.228 -2.344 0.372 -0.0198
N -4.401 -1.831 1.057 -0.1843
C -5.674 -2.301 0.552 -0.0730
C -4.331 -1.141 2.223 -0.3251
O -3.285 -0.998 2.836 -0.0015
H -2.976 -3.368 0.653 0.0790
H -2.368 -1.725 0.599 0.0577
H -3.552 -2.323 -0.669 0.0954
H -5.845 -1.968 -0.480 0.0789
H -5.674 -3.390 0.456 0.0873
H -6.580 -1.951 1.041 0.0864
H -5.265 -0.716 2.618 0.1332
C -3.983 3.815 -1.340 -0.0633
N -3.790 2.405 -1.586 -0.1809
C -2.423 1.871 -1.627 -0.0210
C -4.809 1.573 -1.774 -0.3746
O -4.872 0.380 -2.016 0.0084
H -3.805 4.400 -2.249 0.0888
H -3.353 4.289 -0.589 0.0884
H -5.030 3.981 -1.089 0.0805
H -2.225 1.367 -0.677 0.0860
H -2.345 1.053 -2.341 0.0917
H -1.678 2.641 -1.804 0.0831
H -5.770 2.115 -1.635 0.1309
```

## Properties
SMILES string   CN(C)C=O.CN(C)C=O.CN(C)C=O.CN(C)C=O.CN(C)C=O.CN(C)C=O
Frontier orbital gap   9.16 eV
Relative energy (zero: lowest compared OMol25 entry of this formula, charge and spin)   100.0 kcal per mole
Lowest unoccupied orbital energy   0.0132 Eh
Total charge   0
HOMO energy   -0.3233 hartree

***

# 2
Here is a gas-phase ion, C2H3N2O3P (charge -2) at a distorted geometry from OMol25. Energies are from ωB97M-V/def2-TZVPD.

Geometry as XYZ:
```
11
Properties=species:S:1:pos:R:3:lowdin_charge:R:1
O 0.496 1.537 -2.295 -0.5426
P 1.232 1.259 -0.923 0.0156
O 1.040 2.175 0.287 -0.5031
O 2.653 0.883 -1.110 -0.4915
C 0.377 -0.386 -0.407 -0.2649
C -1.044 0.021 -0.186 -0.4374
N -2.153 -0.791 0.460 0.0007
N -1.576 0.043 1.186 0.0247
H 0.545 -0.976 -1.342 0.0557
H 0.611 -1.014 0.481 0.0563
H -1.356 0.805 -0.891 0.0863
```

## Properties
SMILES string   O=P([O-])([O-])CC1N=N1
Frontier orbital gap   6.88 eV
Lowest unoccupied orbital energy   0.2818 Eh
Total charge   -2
HOMO energy   0.0291 hartree

***

# 3
Here is 4 unconnected molecules or ions with the total composition C13H27F2N2O9S3 at a distorted geometry from OMol25. Energies are from ωB97M-V/def2-TZVPD.

Geometry as XYZ:
```
56
Properties=species:S:1:pos:R:3:lowdin_charge:R:1
F -0.023 -1.434 3.491 0.0681
C -0.025 -1.051 4.860 -0.0291
C -0.985 -1.843 5.753 0.1481
C -0.936 -1.301 7.235 0.1111
C 0.107 -0.160 7.361 -0.0167
N 0.949 0.438 6.424 0.1677
N 0.855 0.000 5.185 -0.0633
F 1.615 0.561 4.246 0.1775
H -1.655 -2.706 5.435 0.1550
H -1.589 -1.717 8.067 0.1382
H 0.217 0.258 8.429 0.1475
O 0.321 -5.593 2.080 -0.2867
S -0.205 -4.618 1.160 0.5977
O -1.521 -4.054 1.320 -0.2897
O -0.059 -5.182 -0.345 -0.2559
C -0.605 -6.466 -0.648 -0.2627
C -2.110 -6.403 -0.836 -0.0724
C 0.960 -3.292 1.012 -0.1111
H -0.333 -7.195 0.120 0.1168
H -0.141 -6.794 -1.581 0.1256
H -2.613 -6.174 0.106 0.0699
H -2.493 -7.358 -1.201 0.0837
H -2.378 -5.617 -1.546 0.0874
H 1.949 -3.710 0.831 0.0842
H 0.954 -2.733 1.946 0.0406
H 0.656 -2.644 0.189 0.0541
O 1.260 -0.785 -1.666 -0.2885
S -0.053 -0.192 -1.709 0.5928
O -1.247 -0.991 -1.776 -0.2754
O -0.094 0.906 -2.894 -0.2628
C 0.292 0.505 -4.209 -0.2658
C -0.814 -0.264 -4.906 -0.0718
C -0.209 0.937 -0.355 -0.1215
H 1.220 -0.074 -4.181 0.1166
H 0.501 1.420 -4.769 0.1232
H -0.981 -1.231 -4.428 0.0718
H -0.559 -0.442 -5.953 0.0840
H -1.757 0.287 -4.859 0.0868
H 0.665 1.586 -0.335 0.0507
H -0.265 0.353 0.564 0.0631
H -1.121 1.518 -0.483 0.0809
O 0.596 4.010 -0.372 -0.2988
S 1.412 5.069 -0.911 0.6064
O 1.556 6.332 -0.239 -0.2715
O 0.976 5.340 -2.443 -0.2613
C -0.399 5.605 -2.725 -0.2672
C -0.773 7.035 -2.383 -0.0720
C 3.026 4.426 -1.252 -0.1160
H -1.045 4.892 -2.205 0.1143
H -0.538 5.444 -3.796 0.1244
H -0.740 7.202 -1.304 0.0719
H -1.783 7.262 -2.730 0.0835
H -0.073 7.738 -2.841 0.0881
H 2.924 3.498 -1.813 0.0728
H 3.520 4.236 -0.299 0.0766
H 3.587 5.166 -1.821 0.0792
```

## Properties
Frontier orbital gap   6.26 eV
Lowest unoccupied orbital energy   -0.2344 Eh
Total charge   +1
HOMO energy   -0.4646 hartree

***

# 4
Here is a molecular structure, C3H10NO2Si at a distorted geometry from OMol25. Energies are from ωB97M-V/def2-TZVPD.

Geometry as XYZ:
```
17
Properties=species:S:1:pos:R:3:lowdin_charge:R:1
C -2.397 -0.740 0.085 -0.0874
C -0.977 -1.001 -0.178 -0.0676
C -0.103 0.180 0.207 -0.1913
N -0.709 1.478 -0.187 0.1274
O -2.933 0.367 0.202 0.1260
O 1.411 0.185 -0.671 -0.3880
Si 2.819 -0.101 0.164 0.5554
H -3.074 -1.522 0.273 0.1431
H -0.796 -1.878 0.338 0.1206
H -0.735 -1.449 -1.150 0.1731
H 0.287 0.229 1.303 0.1658
H -0.330 2.374 0.163 0.1682
H -0.390 1.509 -1.233 0.2007
H -1.906 1.128 -0.031 0.1198
H 2.853 0.214 1.642 -0.0438
H 3.392 -1.482 -0.021 -0.0689
H 3.586 0.508 -0.905 -0.0531
```

## Properties
Frontier orbital gap   9.22 eV
Relative energy (zero: lowest compared OMol25 entry of this formula, charge and spin)   116.1 kcal per mole
Lowest unoccupied orbital energy   -0.1721 Eh
Total charge   +1
HOMO energy   -0.5110 hartree

***

# 5
Here is C5H9N in the gas phase at a distorted geometry from OMol25. Energies are from ωB97M-V/def2-TZVPD.

Geometry as XYZ:
```
15
Properties=species:S:1:pos:R:3:lowdin_charge:R:1
C -2.139 -0.268 0.387 -0.1193
C -0.873 0.554 0.162 -0.2816
C 0.280 -0.335 -0.297 -0.2233
C 1.619 0.418 -0.477 -0.1801
C 2.730 -0.354 0.088 -0.2369
N 3.557 -1.002 0.570 0.1338
H -1.953 -1.056 1.127 0.0755
H -2.967 0.349 0.748 0.0706
H -2.461 -0.755 -0.541 0.0742
H -0.588 1.052 1.099 0.1110
H -1.058 1.350 -0.572 0.1114
H 0.417 -1.129 0.444 0.1128
H 0.013 -0.834 -1.236 0.1174
H 1.592 1.390 0.030 0.1167
H 1.834 0.620 -1.532 0.1178
```

## Properties
SMILES string   CCCCC#N
Frontier orbital gap   12.37 eV
Relative energy (zero: lowest compared OMol25 entry of this formula, charge and spin)   4.3 kcal per mole
Lowest unoccupied orbital energy   0.0339 Eh
Total charge   0
HOMO energy   -0.4206 hartree

***

# 6
Here is a molecular structure, C10H16AuN4SSeSi from OMol25. Energies are from ωB97M-V/def2-TZVPD.

Geometry as XYZ:
```
34
Properties=species:S:1:pos:R:3:lowdin_charge:R:1
Au -0.592 -0.299 -1.005 0.5968
N 1.296 -3.994 -2.101 0.1062
C 0.863 -2.736 -2.001 -0.7453
S -0.394 -2.520 -0.738 0.6207
N 1.385 -1.833 -2.790 0.0204
N 0.889 -0.607 -2.574 -0.1552
C 1.392 0.471 -3.030 -0.0421
C 0.740 1.734 -2.644 -0.2364
C 1.183 2.948 -3.135 0.0107
C 0.534 4.114 -2.749 -0.0133
C -0.546 4.035 -1.890 -0.0185
C -0.938 2.790 -1.427 -0.0968
N -0.310 1.675 -1.784 -0.0605
H 0.923 -4.728 -1.527 0.0997
H 1.971 -4.221 -2.814 0.1237
H 2.276 0.473 -3.661 0.1423
H 2.021 2.975 -3.817 0.1275
H 0.870 5.072 -3.124 0.1255
H -1.081 4.917 -1.569 0.1212
H -1.769 2.675 -0.745 0.1236
C 0.680 -1.828 3.807 -0.2223
Si -0.640 -0.818 2.960 0.1901
C -1.157 0.672 3.962 -0.2309
C -2.064 -1.825 2.293 -0.2332
Se 0.482 0.146 1.144 0.3813
H 0.301 -2.261 4.735 0.0402
H 1.545 -1.211 4.055 0.0353
H 1.018 -2.640 3.163 0.0331
H -1.620 0.359 4.901 0.0394
H -1.876 1.279 3.412 0.0309
H -0.299 1.298 4.207 0.0335
H -2.613 -2.287 3.116 0.0421
H -1.707 -2.622 1.639 -0.0212
H -2.760 -1.200 1.732 0.0317
```

## Properties
Frontier orbital gap   6.11 eV
Relative energy (zero: lowest compared OMol25 entry of this formula, charge and spin)   30.7 kcal per mole
Lowest unoccupied orbital energy   -0.1970 Eh
Total charge   +1
HOMO energy   -0.4217 hartree

***

# 7
Here is 13 unconnected molecules or ions with the total composition C44H66B8F32N8O2 at a distorted geometry from OMol25. Energies are from ωB97M-V/def2-TZVPD.

Geometry as XYZ:
```
160
Properties=species:S:1:pos:R:3:lowdin_charge:R:1
C -9.703 -8.702 -20.800 0.0299
N -9.709 -7.221 -20.537 -0.0779
C -9.953 -6.366 -21.586 0.0256
C -10.252 -5.080 -21.309 0.0291
C -10.027 -4.649 -20.043 -0.1463
C -9.483 -5.455 -19.056 0.0770
C -9.361 -6.831 -19.269 0.0609
C -10.188 -3.243 -19.630 -0.1207
C -10.996 -2.790 -18.553 0.0928
C -11.029 -1.442 -18.280 0.0496
N -10.466 -0.556 -19.090 -0.0440
C -9.691 -0.927 -20.159 0.0464
C -9.665 -2.282 -20.516 0.0390
C -10.382 0.862 -18.639 0.0524
H -9.394 -8.895 -21.827 0.1038
H -10.725 -8.956 -20.519 0.1133
H -9.065 -9.330 -20.178 0.1034
H -10.212 -6.865 -22.509 0.1497
H -10.697 -4.459 -22.073 0.1517
H -9.321 -5.135 -18.038 0.1433
H -9.121 -7.558 -18.507 0.1533
H -11.567 -3.539 -18.024 0.1374
H -11.509 -1.071 -17.387 0.1614
H -9.198 -0.125 -20.689 0.1469
H -9.053 -2.625 -21.337 0.1252
H -9.419 1.094 -18.183 0.1171
H -11.170 1.046 -17.909 0.0975
H -10.339 1.549 -19.485 0.1098
C -11.957 -1.248 -11.668 0.1188
N -12.945 -2.003 -10.682 0.0100
C -13.953 -2.720 -11.188 0.0662
C -14.814 -3.449 -10.282 0.0582
C -14.595 -3.444 -8.896 -0.1053
C -13.492 -2.641 -8.448 0.0308
C -12.659 -2.028 -9.368 0.0122
C -15.440 -4.315 -7.905 -0.0944
C -14.881 -5.058 -6.829 0.0703
C -15.642 -6.071 -6.207 0.0052
N -16.891 -6.387 -6.585 -0.1163
C -17.500 -5.613 -7.453 0.0300
C -16.776 -4.572 -8.194 0.0639
C -17.479 -7.649 -6.100 0.0495
H -12.331 -1.424 -12.676 0.0865
H -10.967 -1.651 -11.453 0.1142
H -11.968 -0.174 -11.480 0.0945
H -14.036 -2.798 -12.262 0.1417
H -15.731 -3.916 -10.608 0.1127
H -13.033 -2.684 -7.472 0.1193
H -11.781 -1.559 -8.950 0.1582
H -13.827 -4.893 -6.666 0.1281
H -15.194 -6.690 -5.443 0.1467
H -18.479 -5.806 -7.865 0.1461
H -17.262 -4.072 -9.019 0.1233
H -16.664 -8.371 -6.159 0.1129
H -18.306 -7.948 -6.743 0.1100
H -17.844 -7.425 -5.098 0.1178
C -11.384 7.035 -19.761 0.0539
N -11.127 6.854 -18.318 -0.0567
C -10.904 5.645 -17.811 -0.0015
C -10.660 5.393 -16.467 0.0572
C -10.562 6.496 -15.623 -0.1062
C -10.565 7.807 -16.162 0.0732
C -10.833 7.947 -17.535 0.0446
C -10.192 6.355 -14.159 -0.1402
C -9.214 5.449 -13.758 0.0835
C -9.089 5.222 -12.323 0.0707
N -9.803 5.935 -11.385 -0.0767
C -10.627 6.939 -11.779 0.0612
C -10.896 7.085 -13.200 0.0724
C -9.487 5.727 -9.952 0.0293
H -12.041 7.904 -19.737 0.1004
H -11.576 6.089 -20.269 0.1110
H -10.395 7.353 -20.090 0.0963
H -10.961 4.842 -18.532 0.1380
H -10.490 4.416 -16.041 0.1154
H -10.299 8.646 -15.537 0.1334
H -10.939 8.928 -17.974 0.1512
H -8.556 4.852 -14.372 0.1263
H -8.501 4.425 -11.891 0.1159
H -10.969 7.590 -10.989 0.1463
H -11.584 7.863 -13.493 0.1160
H -9.047 4.730 -9.964 0.1002
H -10.349 5.777 -9.286 0.1070
H -8.764 6.467 -9.608 0.1008
C -15.280 3.801 -12.696 -0.0154
C -13.888 3.942 -13.356 -0.2252
C -13.118 2.643 -13.480 -0.1481
O -12.060 2.907 -14.403 -0.1964
C -11.149 1.845 -14.539 -0.0948
N -14.079 4.642 -14.719 0.2911
H -13.317 4.224 -15.232 0.1118
H -14.983 4.504 -15.147 0.1488
H -14.045 5.651 -14.737 0.1382
H -15.759 4.727 -12.377 0.0692
H -15.326 3.237 -11.764 0.0767
H -15.975 3.209 -13.292 0.0821
H -13.287 4.640 -12.774 0.1433
H -13.820 1.895 -13.848 0.1184
H -12.714 2.220 -12.560 0.1244
H -11.454 0.841 -14.834 0.0828
H -10.434 1.873 -13.718 0.0899
H -10.477 2.010 -15.381 0.0615
C -17.819 1.229 -9.527 -0.0251
C -18.832 1.488 -10.632 -0.2994
C -19.236 2.952 -10.644 -0.1716
O -18.165 3.734 -11.251 -0.1833
C -18.441 5.124 -11.192 -0.0648
N -18.355 1.002 -11.999 0.2576
H -17.831 1.728 -12.467 0.1472
H -17.887 0.109 -12.045 0.1165
H -19.124 0.843 -12.635 0.1715
H -17.038 1.981 -9.639 0.0979
H -17.303 0.272 -9.600 0.0754
H -18.338 1.410 -8.585 0.0894
H -19.742 0.896 -10.533 0.1413
H -19.424 3.194 -9.598 0.1282
H -20.202 3.077 -11.133 0.1316
H -18.295 5.561 -10.204 0.0940
H -19.378 5.394 -11.679 0.1042
H -17.658 5.597 -11.783 0.0901
B -14.080 3.579 -18.147 -1.3150
F -15.352 3.020 -17.980 0.1121
F -13.911 3.649 -19.542 0.0636
F -13.949 4.871 -17.607 0.1190
F -13.058 2.751 -17.727 0.0981
B -7.233 2.082 -13.140 -1.4671
F -8.161 2.174 -12.105 0.1076
F -6.418 0.965 -13.065 0.1066
F -7.960 1.958 -14.296 0.1128
F -6.446 3.137 -13.218 0.1876
B -18.483 5.856 -15.621 -1.5124
F -17.140 5.619 -15.826 0.1187
F -18.669 6.694 -14.505 0.0832
F -18.845 6.477 -16.725 0.1868
F -19.092 4.690 -15.499 0.1666
B -11.353 -3.121 -14.981 -1.4540
F -12.630 -3.205 -15.471 0.1390
F -11.425 -3.545 -13.646 0.0870
F -10.463 -3.816 -15.694 0.1640
F -10.852 -1.840 -14.934 0.1290
B -11.632 2.407 -9.478 -1.5190
F -10.824 2.587 -10.479 0.2138
F -12.253 3.636 -9.183 0.0879
F -12.606 1.633 -10.004 0.1257
F -11.093 1.746 -8.406 0.1298
B -15.595 -0.473 -13.327 -1.3342
F -16.398 0.355 -14.174 0.0896
F -14.647 0.322 -12.666 0.1127
F -16.363 -0.929 -12.378 0.1845
F -15.007 -1.553 -14.071 0.0809
B -14.637 7.867 -13.198 -1.6102
F -15.606 7.044 -13.596 0.2038
F -15.132 8.974 -12.670 0.1951
F -13.929 7.313 -12.204 0.1521
F -13.818 8.135 -14.246 0.1607
B -14.444 8.644 -17.624 -1.5188
F -13.975 9.833 -17.179 0.1426
F -13.858 7.663 -16.881 0.1273
F -15.747 8.615 -17.337 0.1965
F -14.145 8.346 -18.929 0.1254
```

## Properties
Frontier orbital gap   2.76 eV
Lowest unoccupied orbital energy   -0.1432 Eh
Total charge   0
HOMO energy   -0.2446 hartree

***

# 8
Here is C3H6N2O in the gas phase from OMol25. Energies are from ωB97M-V/def2-TZVPD.

Geometry as XYZ:
```
12
Properties=species:S:1:pos:R:3:lowdin_charge:R:1
O 0.159 -2.168 -1.102 0.0951
C 0.134 -0.967 -0.517 -0.5420
N 1.178 -0.499 0.039 0.0687
C 0.824 0.842 0.469 -0.2083
C -0.723 0.883 0.428 -0.1637
N -1.002 -0.176 -0.552 0.0665
H 1.102 -2.385 -0.962 0.1236
H 1.262 1.559 -0.238 0.1072
H 1.233 1.040 1.463 0.1024
H -1.143 0.634 1.413 0.1113
H -1.113 1.852 0.103 0.1063
H -1.913 -0.616 -0.544 0.1328
```

## Properties
SMILES string   OC1=NCCN1
Frontier orbital gap   9.69 eV
Relative energy (zero: lowest compared OMol25 entry of this formula, charge and spin)   18.4 kcal per mole
Lowest unoccupied orbital energy   0.0339 Eh
Total charge   0
HOMO energy   -0.3223 hartree

***

no.,DFT total energy (Ha)
1,-1490.969150
2,-754.572636
3,-2691.976903
4,-614.694267
5,-250.660024
6,-3834.273682
7,-5700.572014
8,-302.663730